Formula: C6H20NO5
Source: the Open Molecules 2025 dataset
Level of theory: ωB97M-V/def2-TZVPD

## Properties
total charge = +1
max |F| = 5.87 eV/A
orbital gap = 9.764 eV
M = 186.2 g mol⁻¹
ΔE to the lowest compared entry with this formula, charge and spin = 39.5 kcal/mol

Last columns: bonded neighbours and bond lengths (Å).
Cartesian coordinates (Å):
1 H 3.576 0.189 -0.289  O22 0.934
2 H -1.759 -0.782 -0.033  C3 1.146
3 C -0.835 -0.132 -0.224  H2 1.146, C12 1.538, C20 1.525, N29 1.574
4 H 0.593 3.638 -2.039  O9 0.887
5 C -2.193 0.093 2.513  C21 1.508, H30 1.202, C32 1.332
6 H 1.194 -1.183 -0.529  N29 1.091
7 H -4.029 0.170 3.625  C21 1.056
8 O 2.269 -2.229 1.057  H11 0.973, H24 0.961
9 O 1.412 3.597 -1.701  H4 0.887, H13 0.896
10 O 0.177 -4.024 -2.161  H14 0.925, H18 0.958
11 H 2.367 -2.584 1.957  O8 0.973
12 C -1.228 1.111 -1.038  C3 1.538, H25 1.041, O31 1.243
13 H 1.956 4.261 -1.956  O9 0.896
14 H 0.693 -4.273 -1.434  O10 0.925
15 H 0.435 -0.665 1.368  C20 1.128
16 H 0.600 1.093 0.882  C20 1.167
17 H -0.213 -1.861 -1.278  N29 1.081
18 H 0.472 -3.916 -3.066  O10 0.958
19 H -3.266 1.716 3.345  C21 1.165
20 C -0.173 0.245 1.096  C3 1.525, H15 1.128, H16 1.167, C32 1.458
21 C -3.067 0.605 3.631  C5 1.508, H7 1.056, H19 1.165, H27 1.095
22 O 3.041 0.447 -1.010  H1 0.934, H26 0.958
23 H 0.675 -0.389 -1.902  N29 1.101
24 H 2.950 -2.724 0.594  O8 0.961
25 H -1.977 1.660 -0.567  C12 1.041
26 H 2.800 1.374 -1.051  O22 0.958
27 H -2.784 0.435 4.675  C21 1.095
28 H -1.354 1.885 2.146  C32 1.117
29 N 0.262 -0.922 -1.031  C3 1.574, H6 1.091, H17 1.081, H23 1.101
30 H -2.160 -1.107 2.590  C5 1.202
31 O -0.710 1.365 -2.139  C12 1.243
32 C -1.188 0.791 1.990  C5 1.332, C20 1.458, H28 1.117